--- i ---
10
Properties=species:S:1:pos:R:3:nbo_charge:R:1 method="wB97M-V/def2-TZVPD" e_homo_ev=-10.9 charge=0
C 0.578 -1.397 -0.564 0.3290
C -0.086 0.916 0.293 -0.6321
N -0.537 -0.974 -0.194 -0.3568
O 2.255 1.778 -0.628 -0.8620
O 2.199 0.258 1.395 -0.8903
O 1.649 -0.724 -0.737 -0.6318
S 1.624 0.717 0.149 2.2806
H 0.532 -2.482 -0.672 0.2173
H -0.490 1.583 -0.505 0.2624
H -0.616 0.896 1.254 0.2838



--- ii ---
10
Properties=species:S:1:pos:R:3:nbo_charge:R:1 method="wB97M-V/def2-TZVPD" e_homo_ev=-11.2 charge=0
C -1.181 -0.468 0.207 0.0251
C 0.128 -0.658 -0.592 -0.7752
N -1.210 0.337 1.170 -0.0700
O 2.314 0.672 0.397 -0.8888
O 0.552 1.793 -0.789 -0.9140
O 0.002 0.800 1.440 -0.5211
S 0.907 0.767 0.067 2.3515
H -2.177 -0.958 0.041 0.2278
H 0.500 -1.769 -0.292 0.2829
H 0.165 -0.516 -1.648 0.2818



Which is most stable, and by how much? ii, by 0.0054 hartree.